(1)
# C21H58F6NO15S2V2

A molecular structure, C21H58F6NO15S2V2 in a non-equilibrium geometry (ωB97M-V/def2-TZVPD, the Open Molecules 2025 dataset).

Geometry as XYZ:
```
105
Properties=species:S:1:pos:R:3:forces:R:3:mulliken_charge:R:1
V -0.21456 -1.43848 4.07457 0.0 -0.1 -3.0 0.776
V 1.93511 -0.34356 1.84092 0.2 0.1 0.6 0.989
C 1.24568 -3.63716 2.00966 -0.8 -0.2 0.4 -0.751
O 1.17820 -2.38674 2.60797 0.6 3.1 1.1 -0.429
H 1.95806 -3.70036 1.18709 0.0 0.1 -0.1 0.099
H 1.49952 -4.39481 2.75103 0.2 -0.3 0.0 0.299
H 0.23027 -3.84185 1.67032 0.0 -0.6 -0.6 0.175
C -1.74160 1.52805 1.16822 1.2 -0.5 0.7 0.567
F -1.26182 2.00857 2.33337 0.0 -0.6 -0.2 -0.100
F -3.05291 1.59201 1.24501 0.1 0.3 -0.8 -0.184
F -1.14640 2.23603 0.21983 -1.1 0.0 0.1 -0.070
S -1.27104 -0.31932 0.86399 -1.2 -1.8 2.3 -1.013
O -1.43322 -1.02663 2.17187 1.5 1.5 -1.4 0.865
O -2.20479 -0.89596 -0.08285 1.4 1.1 0.7 -0.270
N 0.40694 -0.14175 0.40754 -3.5 -0.7 0.8 0.973
S 0.35505 -0.13720 -1.17563 1.0 0.7 -5.1 -0.027
O -0.81347 0.48115 -1.78545 1.4 -1.0 1.1 0.114
O 1.63577 0.37307 -1.69646 -1.2 -0.8 1.2 -1.032
C 0.41788 -2.02138 -1.78731 0.7 1.1 -1.1 0.475
F 1.40803 -2.60557 -1.11911 -0.8 -0.4 1.0 -0.106
F -0.76272 -2.67323 -1.71756 1.9 0.7 0.0 -0.151
F 0.91682 -1.98091 -3.05706 -1.6 0.1 0.9 -0.203
O 0.86128 0.29712 3.53075 0.1 -0.4 0.3 -0.481
H 0.86583 1.21374 3.86887 0.1 -0.9 -0.4 -0.219
C 0.56738 5.33372 5.07572 -1.6 1.6 1.1 -1.388
C 0.83329 4.07390 4.35990 0.8 0.2 0.5 0.376
O 0.83274 4.33089 2.98424 0.7 -0.2 -1.1 -0.390
H -0.38957 5.74789 4.75821 -0.1 0.3 -0.2 0.399
H 1.34962 6.07216 4.89989 0.0 -0.1 -0.3 0.325
H 0.47100 5.29646 6.16081 0.1 -0.6 0.1 0.377
H 0.14068 3.24157 4.48490 0.0 -0.1 0.9 -0.073
H 1.84483 3.91837 4.73500 0.2 -1.3 -0.7 0.190
H 0.01449 4.79170 2.78493 -0.1 0.1 -0.2 0.231
C -3.45734 -2.16119 -3.59494 0.5 2.3 -0.1 -0.951
C -2.49263 -1.46155 -4.64121 -0.6 -1.3 0.0 0.478
O -3.11530 -1.33979 -5.89449 -1.3 -0.2 -0.9 -0.600
H -4.27738 -1.46266 -3.42851 -0.5 -0.1 -0.5 0.344
H -3.02908 -2.10283 -2.59431 0.5 -0.6 -0.1 0.106
H -3.85405 -3.15019 -3.82430 0.4 0.1 -0.3 0.341
H -1.64641 -2.11703 -4.84702 0.6 0.1 0.7 0.186
H -2.20428 -0.42765 -4.45149 0.3 -0.3 1.4 -0.204
H -2.67316 -0.62994 -6.36589 0.1 -0.1 -0.2 0.307
C 3.47436 -4.95946 -2.21306 -0.1 2.0 -0.1 -0.727
C 3.43165 -6.12547 -3.11115 -0.3 -1.6 -0.3 -0.406
O 4.48565 -6.05202 -4.02131 1.8 0.5 -0.4 -0.529
H 2.80127 -4.98317 -1.35603 0.0 -0.3 -0.1 0.318
H 3.22757 -4.06817 -2.78994 -0.2 0.2 0.0 0.152
H 4.48533 -4.74853 -1.86443 0.1 -0.4 0.1 0.308
H 2.57888 -6.22490 -3.78271 -0.9 0.2 0.9 0.303
H 3.53299 -7.00125 -2.47019 -0.2 -0.5 -0.2 0.259
H 4.53740 -6.83550 -4.57365 -0.2 0.0 0.1 0.305
C -3.25053 -3.50002 2.63124 0.1 0.6 1.3 -0.795
C -2.47338 -4.05294 3.88112 -1.8 -1.7 -1.3 -0.444
O -1.41108 -3.30423 4.42533 1.1 1.6 0.3 -0.324
H -3.47737 -2.44857 2.80759 0.4 0.2 -0.1 -0.007
H -4.26384 -3.89964 2.59123 0.2 -0.7 0.2 0.435
H -2.82349 -3.59077 1.63249 0.4 -0.2 0.4 0.239
H -2.07324 -5.05187 3.70755 0.1 -0.1 -0.6 0.394
H -3.15985 -4.24166 4.70650 -0.5 0.4 -0.1 0.421
H -1.22907 -3.73873 5.26180 0.3 0.0 0.1 0.208
C 4.76758 -1.39216 -1.49314 -0.3 0.1 1.0 -0.899
C 4.82347 -0.28042 -0.45154 0.0 0.5 -2.0 -0.497
O 3.52443 -0.08649 0.13334 0.5 -0.5 1.6 0.220
H 5.64266 -1.33002 -2.14004 0.2 -0.6 0.3 0.462
H 3.89976 -1.36589 -2.15214 -0.1 0.3 0.2 0.165
H 4.65267 -2.24575 -0.82510 0.4 -0.8 -0.9 0.172
H 5.06249 0.63138 -0.99889 0.1 0.4 0.4 0.291
H 5.64608 -0.48522 0.23364 -0.6 0.1 0.5 0.460
H 2.99348 0.25538 -0.58972 -0.7 0.2 -0.6 -0.020
C 2.71274 3.82457 0.24880 0.8 0.4 -0.5 -0.852
C 3.37326 3.03951 1.35428 -0.1 0.8 -0.4 -0.294
O 2.37703 2.13170 1.79537 0.2 -2.1 0.7 0.080
H 2.01521 4.56377 0.64267 -0.3 -0.3 -0.1 0.226
H 2.26336 3.08266 -0.41129 -0.4 0.3 -0.1 0.080
H 3.42624 4.38874 -0.35181 0.2 0.0 0.0 0.435
H 3.70724 3.67678 2.17308 -0.1 0.0 0.2 0.297
H 4.25808 2.51227 0.99762 -0.3 -0.4 0.0 0.264
H 1.62814 2.61981 2.14537 -0.2 0.6 0.0 -0.052
C -1.85270 3.80895 -2.35565 -0.7 -0.4 -0.3 -0.461
C -3.16998 3.14396 -2.03280 -1.5 0.8 0.2 -0.049
O -3.98756 3.04551 -3.18872 0.4 -0.4 -1.0 -0.576
H -1.33014 3.91413 -1.40488 0.5 0.0 -0.4 0.115
H -2.00111 4.78704 -2.81325 -0.2 0.0 0.2 0.454
H -1.37194 3.18560 -3.10958 0.6 0.0 0.4 -0.167
H -3.77950 3.78450 -1.39539 0.4 0.2 0.8 0.407
H -3.08627 2.17485 -1.54095 0.4 -0.2 -0.1 -0.002
H -4.89164 2.84353 -2.93685 0.1 -0.1 0.1 0.307
C 0.36111 1.89150 -5.04603 0.0 -0.2 -0.1 -0.402
C -0.30775 2.37602 -6.33623 2.1 0.0 0.2 -0.663
O -1.17429 1.45558 -6.91942 -1.3 -0.3 0.2 -0.492
H -0.34582 1.27402 -4.49190 -0.1 0.4 0.4 -0.217
H 0.71784 2.76803 -4.50516 -0.3 -0.1 0.4 0.304
H 1.24510 1.26350 -5.15693 0.0 -0.1 -0.5 0.487
H 0.47601 2.50630 -7.08245 0.0 0.6 0.0 0.300
H -0.82099 3.31128 -6.11267 0.0 0.2 -0.3 0.357
H -2.01527 1.77995 -6.58906 -0.6 -0.6 -0.3 0.309
C -3.55863 1.31382 5.32985 -1.1 1.6 -0.7 -1.405
C -3.11012 -0.09454 5.19828 -0.5 0.4 1.3 -0.267
O -1.83653 -0.05010 4.56327 0.7 -0.9 0.3 -0.258
H -4.57417 1.42279 5.71050 0.0 -0.2 0.1 0.401
H -3.55238 1.84408 4.37755 -0.1 -0.2 -0.3 0.281
H -2.92698 1.93955 5.96040 0.2 -0.3 0.4 0.429
H -3.82882 -0.73741 4.69005 0.5 0.1 -0.4 0.374
H -3.03039 -0.41874 6.23589 0.3 -0.8 0.0 0.253
H -1.34125 0.61434 5.04785 0.1 0.5 -0.1 0.188
```
Positions in Å, forces in eV/Å.

The LUMO energy (alpha / beta) comes out at -3.29 / -3.43 eV. Its net charge is +1. Its spin multiplicity is 7. As for the total energy: -144261.40334 eV. The calculation puts the HOMO energy (alpha / beta) at -10.883 / -10.883 eV.

(2)
# C17H18CoN2O4S

A molecular structure, C17H18CoN2O4S in a non-equilibrium geometry (ωB97M-V/def2-TZVPD, the Open Molecules 2025 dataset).

Geometry as XYZ:
```
43
Properties=species:S:1:pos:R:3:forces:R:3:nbo_charge:R:1
Co 10.50919 9.12614 6.75431 -1.2 -0.4 0.5 1.292
O 9.55529 5.69120 10.28497 1.8 0.9 0.5 -0.682
C 10.00003 6.55014 9.32039 1.7 1.0 -0.2 0.763
O 10.92414 7.34812 9.48322 -2.1 -1.9 -0.2 -0.560
C 9.27246 6.28338 8.04771 -0.5 -0.4 0.3 0.052
C 8.46894 5.16783 7.94228 -1.6 1.0 -2.5 -0.192
C 7.57794 5.06447 6.81768 1.9 -1.0 1.6 -0.179
C 7.77261 5.92862 5.76237 -1.6 0.8 -0.4 -0.198
C 8.66941 7.01430 5.92550 0.7 -1.0 1.6 0.133
N 9.37210 7.15854 7.06948 0.0 1.0 -1.5 -0.445
C 8.96476 8.00688 4.82796 1.0 0.9 -1.3 0.729
O 8.15931 7.97186 3.89890 0.5 0.3 0.2 -0.646
O 10.07121 8.72279 4.92172 -2.5 -1.7 -0.6 -0.799
H 10.29481 5.79335 10.93417 -1.0 -0.2 0.0 0.498
H 8.43244 4.40753 8.64314 0.0 -1.0 1.5 0.221
H 6.91344 4.17513 6.88307 0.3 1.0 -0.7 0.218
H 7.07537 5.89115 4.88799 1.1 0.2 0.7 0.253
S 8.89111 10.19880 8.00252 -0.4 -1.3 0.5 -0.431
C 8.61870 11.87713 7.93828 0.0 2.4 0.7 -0.169
C 9.53162 12.84424 7.39983 -0.4 -0.2 -0.1 -0.242
C 9.22594 14.20861 7.20049 -0.1 -1.8 0.8 -0.220
C 8.00036 14.65536 7.68430 -0.1 0.1 0.0 -0.274
C 7.12686 13.75447 8.35923 0.9 1.0 -0.3 -0.229
C 7.44076 12.41242 8.56164 -0.5 0.1 -0.6 -0.229
H 10.53546 12.52578 7.13455 -0.2 -0.4 -0.3 0.224
H 10.00018 14.79484 6.69557 -0.6 0.2 0.3 0.205
H 7.76683 15.72046 7.58255 -0.3 -0.4 0.1 0.192
H 6.20316 14.19522 8.73155 0.1 -0.3 0.1 0.193
H 6.67750 11.80702 9.13478 1.3 0.3 -0.9 0.209
C 13.93414 8.92838 7.41874 -1.7 -2.4 1.9 -0.608
C 13.13785 10.18121 7.61324 -0.7 0.7 0.2 -0.001
C 12.71901 10.39117 9.10346 0.3 -0.6 0.3 -0.618
C 13.94502 11.36500 7.12584 1.2 2.0 1.6 -0.595
N 11.93206 10.09526 6.79861 2.1 0.8 0.8 -0.696
H 14.52428 8.65467 8.30339 0.4 0.4 -0.3 0.196
H 14.49877 8.94098 6.53308 0.8 -0.1 -1.2 0.201
H 13.17604 8.07927 7.40089 0.9 0.8 -0.3 0.212
H 13.58611 10.54799 9.84069 -1.0 -0.5 -1.2 0.187
H 12.05016 9.54440 9.41666 0.8 0.8 -0.1 0.234
H 12.12545 11.29592 9.13491 -0.3 0.2 0.1 0.215
H 14.90940 11.59876 7.75985 -1.6 -0.7 -1.1 0.176
H 13.32522 12.29422 7.19568 0.4 -0.7 -0.1 0.208
H 14.22802 11.23062 6.09692 0.2 0.0 -0.5 0.204
```
Positions in Å, forces in eV/Å.

The LUMO energy (alpha / beta) comes out at 2.13 / 2.11 eV. Its net charge is -1. Its spin multiplicity is 5. As for the total energy: -77554.08975 eV. The calculation puts the HOMO energy (alpha / beta) at -3.793 / -3.871 eV.

Among the records above, which one has the lowest net charge? C17H18CoN2O4S

spin multiplicity of number 1 (C21H58F6NO15S2V2)? 7